Record 1
6 unconnected molecules or ions with the total composition C24H45N4O11S5. Source: OMol25; level of theory: ωB97M-V/def2-TZVPD.

Its total charge is +1. The value obtained for the highest occupied orbital energy is -11.22 eV. The total energy comes out at -3978.532636 Eh. The calculation puts the HOMO-LUMO gap at 6.9 eV.

Positions of all 89 atoms, in Å:
C (3.400, 6.358, -1.253)
C (2.090, 6.324, -1.470)
C (0.500, 6.559, -1.361)
N (-0.581, 5.599, -1.139)
C (-1.738, 6.532, -1.133)
N (-3.061, 6.294, -0.938)
N (-1.297, 7.907, -1.372)
O (-1.985, 9.062, -1.475)
N (0.063, 7.947, -1.502)
H (4.476, 6.325, -0.814)
H (-3.323, 5.828, -0.045)
H (-3.820, 6.598, -1.582)
H (-1.814, 9.552, -0.615)
H (0.696, 8.755, -1.690)
C (1.703, 0.641, -1.274)
C (1.548, 1.995, -0.580)
C (2.882, 2.321, 0.091)
S (4.142, 1.493, -0.871)
O (4.749, 0.469, -0.051)
O (4.927, 2.483, -1.581)
C (3.028, 0.710, -2.022)
H (0.870, 0.435, -1.952)
H (1.735, -0.154, -0.528)
H (1.313, 2.763, -1.326)
H (0.734, 1.985, 0.147)
H (3.078, 3.395, 0.097)
H (2.924, 1.930, 1.110)
H (3.412, -0.270, -2.305)
H (2.951, 1.353, -2.902)
C (-1.593, -2.425, 2.269)
C (-2.141, -1.313, 3.165)
C (-1.398, -0.027, 2.806)
S (-0.911, -0.192, 1.093)
O (0.534, -0.246, 1.027)
O (-1.688, 0.727, 0.285)
C (-1.550, -1.841, 0.865)
H (-2.214, -3.323, 2.311)
H (-0.582, -2.696, 2.594)
H (-3.212, -1.186, 2.973)
H (-2.025, -1.553, 4.225)
H (-2.036, 0.851, 2.919)
H (-0.492, 0.092, 3.405)
H (-0.906, -2.400, 0.186)
H (-2.554, -1.754, 0.444)
C (4.007, -3.792, -6.207)
C (4.887, -3.245, -5.082)
C (4.745, -1.722, -5.089)
S (3.121, -1.374, -5.752)
O (3.277, -0.691, -7.016)
O (2.275, -0.861, -4.696)
C (2.674, -3.070, -6.077)
H (3.885, -4.876, -6.135)
H (4.464, -3.566, -7.176)
H (4.541, -3.643, -4.122)
H (5.931, -3.544, -5.204)
H (4.823, -1.306, -4.083)
H (5.485, -1.254, -5.742)
H (2.064, -3.128, -6.979)
H (2.109, -3.437, -5.216)
C (-5.348, -5.361, -1.585)
C (-5.111, -4.443, -2.785)
C (-3.763, -3.751, -2.574)
S (-2.780, -4.865, -1.578)
O (-2.537, -4.243, -0.295)
O (-1.712, -5.410, -2.386)
C (-4.040, -6.111, -1.373)
H (-6.181, -6.047, -1.757)
H (-5.583, -4.759, -0.700)
H (-5.079, -5.042, -3.701)
H (-5.916, -3.712, -2.900)
H (-3.254, -3.567, -3.521)
H (-3.876, -2.815, -2.024)
H (-3.959, -6.564, -0.385)
H (-3.891, -6.867, -2.148)
C (0.427, 0.548, 8.595)
C (-0.369, 1.781, 8.164)
C (-0.786, 1.573, 6.708)
S (-0.903, -0.196, 6.470)
O (0.118, -0.603, 5.531)
O (-2.293, -0.564, 6.307)
C (-0.376, -0.651, 8.111)
H (0.578, 0.521, 9.676)
H (1.412, 0.559, 8.115)
H (-1.261, 1.877, 8.793)
H (0.213, 2.699, 8.280)
H (-1.753, 2.032, 6.496)
H (-0.032, 1.957, 6.017)
H (0.207, -1.572, 8.074)
H (-1.271, -0.797, 8.721)



Record 2
2 unconnected molecules or ions with the total composition C14H20FIN2O2. Source: OMol25; level of theory: ωB97M-V/def2-TZVPD.

The value obtained for the highest occupied orbital energy is -9.33 eV. The total energy comes out at -1203.051803 Eh. The calculation puts the HOMO-LUMO gap at 9.3 eV. As for the SMILES: CNC(=O)[C@@H](NC(C)=O)C(C)C.Fc1ccc(I)cc1.

Positions of all 40 atoms, in Å:
C (1.850, -2.327, -0.893)
N (0.563, -1.633, -0.905)
C (0.253, -0.617, -1.721)
O (1.032, -0.200, -2.571)
C (-1.149, 0.001, -1.605)
N (-2.169, -1.002, -1.234)
C (-2.614, -2.014, -1.977)
C (-2.108, -2.203, -3.394)
O (-3.429, -2.794, -1.513)
C (-1.139, 1.159, -0.578)
C (-0.154, 2.277, -0.945)
C (-2.523, 1.810, -0.435)
H (2.274, -2.354, -1.900)
H (1.719, -3.349, -0.536)
H (2.547, -1.805, -0.235)
H (-0.143, -1.938, -0.251)
H (-1.400, 0.422, -2.578)
H (-2.595, -0.930, -0.323)
H (-2.314, -1.309, -3.978)
H (-2.627, -3.052, -3.838)
H (-1.039, -2.405, -3.384)
H (-0.855, 0.758, 0.395)
H (0.865, 1.896, -0.998)
H (-0.181, 3.060, -0.187)
H (-0.418, 2.706, -1.912)
H (-2.472, 2.639, 0.271)
H (-3.250, 1.094, -0.056)
H (-2.862, 2.188, -1.400)
F (0.680, -1.442, 2.200)
C (1.329, -0.360, 2.687)
C (1.512, -0.214, 4.065)
C (2.172, 0.911, 4.575)
C (2.651, 1.897, 3.706)
I (3.705, 3.701, 4.520)
C (2.473, 1.750, 2.326)
C (1.818, 0.621, 1.820)
H (1.137, -0.980, 4.737)
H (2.314, 1.025, 5.646)
H (2.852, 2.513, 1.652)
H (1.696, 0.499, 0.750)



Record 3
A molecular structure, C28H49N7Pd. Source: OMol25; level of theory: ωB97M-V/def2-TZVPD.

Its total charge is +1. The value obtained for the highest occupied orbital energy (spin up / spin down) is -4.27 / -11.48 eV. The expectation value of S² is 3.7562. The total energy comes out at -1607.016816 Eh. The calculation puts the HOMO-LUMO gap (spin up / spin down) at 2.8 / 7.7 eV. The spin multiplicity is 4.

Positions of all 85 atoms, in Å:
Pd (-5.125, 0.730, 1.528)
C (-9.259, 5.670, 1.281)
C (-9.604, 4.952, -0.010)
C (-8.480, 4.248, -0.743)
C (-7.678, 3.427, 0.216)
N (-7.069, 2.777, 0.960)
H (-8.625, 6.513, 1.005)
H (-8.704, 5.100, 2.026)
H (-10.128, 6.145, 1.736)
H (-10.030, 5.721, -0.654)
H (-10.392, 4.230, 0.204)
H (-7.821, 5.024, -1.133)
H (-8.772, 3.630, -1.592)
C (-4.625, 1.462, 6.815)
C (-4.679, 2.986, 6.787)
C (-4.229, 3.623, 5.494)
C (-4.727, 2.894, 4.280)
N (-5.085, 2.313, 3.345)
H (-4.842, 1.025, 7.790)
H (-3.581, 1.220, 6.617)
H (-5.245, 0.952, 6.078)
H (-4.063, 3.351, 7.609)
H (-5.710, 3.278, 6.985)
H (-3.153, 3.479, 5.592)
H (-4.378, 4.700, 5.417)
C (-4.993, 5.991, 0.849)
C (-3.885, 5.793, -0.114)
C (-4.059, 4.615, -1.036)
C (-4.098, 3.289, -0.332)
N (-4.161, 2.280, 0.194)
H (-5.896, 6.340, 0.349)
H (-4.812, 6.787, 1.571)
H (-5.186, 5.041, 1.346)
H (-3.051, 5.686, 0.581)
H (-3.665, 6.679, -0.709)
H (-3.352, 4.618, -1.865)
H (-5.063, 4.682, -1.457)
C (-10.679, 2.103, 2.122)
C (-10.758, 0.841, 3.007)
C (-9.858, -0.299, 2.515)
C (-8.412, 0.016, 2.609)
N (-7.263, 0.173, 2.620)
H (-9.854, 2.749, 2.422)
H (-11.585, 2.707, 2.161)
H (-10.533, 1.857, 1.070)
H (-11.808, 0.549, 3.017)
H (-10.646, 1.053, 4.070)
H (-10.124, -0.511, 1.480)
H (-10.095, -1.199, 3.083)
C (-4.980, -3.150, -2.112)
C (-6.435, -2.907, -2.361)
C (-6.891, -1.475, -2.451)
C (-6.458, -0.560, -1.388)
N (-6.073, 0.171, -0.509)
H (-4.642, -2.817, -1.130)
H (-4.298, -2.631, -2.786)
H (-4.806, -4.220, -2.227)
H (-7.041, -3.432, -1.622)
H (-6.710, -3.328, -3.329)
H (-7.979, -1.530, -2.412)
H (-6.576, -1.110, -3.428)
C (-4.385, -4.365, 3.991)
C (-4.202, -3.586, 5.252)
C (-5.042, -2.262, 5.214)
C (-4.637, -1.285, 4.154)
N (-4.305, -0.549, 3.302)
H (-3.859, -5.315, 4.084)
H (-3.978, -3.866, 3.111)
H (-5.420, -4.586, 3.730)
H (-3.141, -3.450, 5.459)
H (-4.599, -4.184, 6.073)
H (-4.927, -1.779, 6.184)
H (-6.089, -2.513, 5.042)
C (-0.673, -3.492, -0.215)
C (-1.130, -2.709, -1.390)
C (-1.460, -1.226, -1.093)
C (-2.536, -0.959, -0.181)
N (-3.417, -0.746, 0.540)
H (0.211, -3.052, 0.245)
H (-0.387, -4.476, -0.587)
H (-1.451, -3.648, 0.532)
H (-2.101, -3.112, -1.678)
H (-0.486, -2.789, -2.266)
H (-1.757, -0.750, -2.028)
H (-0.572, -0.669, -0.794)



Record 4
2 unconnected molecules or ions with the total composition C5H11NO. Source: OMol25; level of theory: ωB97M-V/def2-TZVPD.

The value obtained for the highest occupied orbital energy is -9.67 eV. The total energy comes out at -327.060122 Eh. The calculation puts the HOMO-LUMO gap at 10.8 eV. As for the SMILES: C=NCC.CC=O.

Positions of all 18 atoms, in Å:
C (-0.154, 0.807, 1.698)
N (-0.167, -0.357, 1.204)
C (-1.252, -0.777, 0.323)
C (-2.216, 0.275, -0.215)
H (-0.921, 1.571, 1.527)
H (0.681, 1.086, 2.345)
H (-0.774, -1.283, -0.525)
H (-1.795, -1.556, 0.873)
H (-2.961, -0.218, -0.847)
H (-1.684, 1.006, -0.834)
H (-2.756, 0.804, 0.579)
C (2.376, -0.715, -0.759)
C (1.519, 0.483, -1.051)
O (0.649, 0.516, -1.891)
H (2.189, -1.496, -1.499)
H (2.115, -1.082, 0.242)
H (3.435, -0.435, -0.756)
H (1.717, 1.372, -0.414)



Record 5
A molecular structure, C24H45NP2PbSi. Source: OMol25; level of theory: ωB97M-V/def2-TZVPD.

Its total charge is +2. The value obtained for the highest occupied orbital energy (spin up / spin down) is -12.71 / -12.70 eV. The total energy comes out at -2160.511346 Eh. The calculation puts the HOMO-LUMO gap (spin up / spin down) at 3.2 / 3.2 eV.

Positions of all 74 atoms, in Å:
P (-2.233, 1.616, 0.189)
P (1.258, -0.984, -1.183)
C (-0.712, 1.292, -0.983)
C (-0.418, -0.164, -1.437)
H (0.188, 1.845, -0.603)
H (-0.923, 1.884, -1.873)
H (-1.210, -0.812, -1.014)
H (-0.581, -0.172, -2.525)
C (2.599, 0.271, -1.182)
H (3.314, -0.002, -0.375)
H (2.273, 1.302, -0.976)
H (3.157, 0.268, -2.138)
C (1.550, -2.027, -2.652)
H (2.020, -1.454, -3.472)
H (0.596, -2.480, -2.981)
H (2.237, -2.835, -2.328)
C (-2.535, 3.400, 0.369)
H (-3.133, 3.551, 1.274)
H (-3.112, 3.816, -0.464)
H (-1.602, 3.957, 0.494)
C (-3.661, 0.802, -0.588)
H (-3.345, 0.176, -1.444)
H (-4.424, 1.548, -0.918)
H (-4.121, 0.142, 0.189)
Pb (0.034, 0.520, 1.467)
C (0.004, 1.241, -3.974)
C (0.833, 2.081, -3.322)
C (0.759, 3.563, -3.516)
C (-0.651, 4.197, -3.535)
C (-1.624, 3.549, -2.606)
C (-2.536, 2.631, -2.991)
C (-2.481, 1.947, -4.310)
C (-1.079, 1.628, -4.920)
C (-1.554, 0.137, 3.179)
H (0.215, 0.161, -4.018)
H (1.782, 1.721, -2.933)
H (1.294, 3.846, -4.440)
H (1.336, 4.043, -2.718)
H (-0.553, 5.269, -3.250)
H (-1.043, 4.211, -4.564)
H (-1.552, 3.961, -1.593)
H (-3.448, 2.455, -2.414)
H (-3.066, 2.515, -5.067)
H (-3.019, 0.995, -4.241)
H (-1.201, 0.779, -5.627)
H (-0.760, 2.456, -5.577)
H (-1.457, -0.970, 3.285)
H (-2.587, 0.464, 2.967)
H (-1.103, 0.671, 4.042)
C (-1.049, -3.485, 1.321)
Si (0.343, -3.551, 2.559)
C (-0.382, -4.191, 4.164)
C (1.623, -4.784, 1.982)
N (1.100, -1.987, 2.717)
C (2.045, -1.659, 3.607)
C (2.447, -0.281, 3.705)
C (3.323, 0.167, 4.673)
C (3.914, -0.739, 5.561)
C (3.590, -2.109, 5.483)
C (2.683, -2.564, 4.540)
H (-1.413, -4.521, 1.226)
H (-0.700, -3.147, 0.337)
H (-1.888, -2.853, 1.638)
H (-0.719, -5.217, 3.942)
H (0.329, -4.240, 4.999)
H (-1.251, -3.619, 4.514)
H (1.928, -4.528, 0.959)
H (2.522, -4.766, 2.610)
H (1.206, -5.802, 1.986)
H (2.011, 0.472, 3.025)
H (3.566, 1.237, 4.755)
H (4.619, -0.389, 6.313)
H (4.043, -2.836, 6.167)
H (2.386, -3.622, 4.514)



Record 6
A single C5H4O molecule. Source: OMol25; level of theory: ωB97M-V/def2-TZVPD.

The value obtained for the highest occupied orbital energy (spin up / spin down) is -8.97 / -8.97 eV. The total energy comes out at -267.959440 Eh. The calculation puts the HOMO-LUMO gap (spin up / spin down) at 9.2 / 9.2 eV. As for the SMILES: C#CC=C=CO.

Positions of all 10 atoms, in Å:
C (2.664, 0.968, 0.651)
C (1.680, 0.566, 0.082)
C (0.460, -0.101, -0.220)
C (-0.559, 0.108, -1.071)
C (-1.553, -0.671, -0.569)
O (-2.426, -0.211, 0.306)
H (3.529, 1.324, 1.156)
H (0.301, -0.884, 0.533)
H (-1.625, -1.747, -0.708)
H (-2.262, 0.747, 0.380)



Record 7
8 unconnected molecules or ions with the total composition C22H34Cl12N2. Source: OMol25; level of theory: ωB97M-V/def2-TZVPD.

The value obtained for the highest occupied orbital energy is -9.18 eV. The total energy comes out at -6490.469016 Eh. The calculation puts the HOMO-LUMO gap at 9.2 eV. As for the SMILES: c1ccncc1.c1ccncc1.ClCCCl.ClCCCl.ClCCCl.ClCCCl.ClCCCl.ClCCCl.

Positions of all 70 atoms, in Å:
C (4.359, -1.780, -2.504)
C (4.050, -0.425, -2.766)
C (5.104, 0.433, -3.040)
N (6.432, -0.006, -3.013)
C (6.702, -1.282, -2.725)
C (5.668, -2.232, -2.499)
H (3.576, -2.496, -2.306)
H (3.038, -0.060, -2.668)
H (4.996, 1.474, -3.306)
H (7.752, -1.509, -2.616)
H (5.872, -3.265, -2.260)
C (-1.284, 0.231, -1.136)
C (-0.167, 1.037, -0.980)
C (0.983, 0.414, -0.395)
N (0.981, -0.873, 0.085)
C (-0.197, -1.602, -0.014)
C (-1.313, -1.090, -0.634)
H (-2.110, 0.606, -1.722)
H (-0.135, 2.071, -1.290)
H (1.881, 0.981, -0.200)
H (-0.179, -2.638, 0.291)
H (-2.160, -1.758, -0.672)
Cl (-4.012, -7.322, 0.310)
C (-4.347, -5.904, -0.747)
C (-3.231, -4.936, -0.500)
Cl (-3.078, -3.854, -1.874)
H (-5.374, -5.587, -0.563)
H (-4.328, -6.349, -1.742)
H (-2.283, -5.474, -0.469)
H (-3.400, -4.327, 0.389)
Cl (4.106, -4.511, 1.378)
C (3.597, -2.865, 0.853)
C (4.448, -1.691, 1.316)
Cl (6.110, -1.615, 0.684)
H (2.639, -2.803, 1.370)
H (3.412, -2.959, -0.217)
H (4.591, -1.739, 2.395)
H (4.009, -0.737, 1.025)
Cl (-2.575, 6.160, 2.295)
C (-2.599, 6.080, 0.528)
C (-2.181, 4.648, 0.091)
Cl (-0.475, 4.420, 0.540)
H (-1.887, 6.765, 0.068)
H (-3.608, 6.255, 0.154)
H (-2.161, 4.394, -0.969)
H (-2.792, 3.877, 0.561)
Cl (0.089, -1.081, 3.469)
C (-1.415, -0.114, 3.509)
C (-1.273, 1.202, 2.683)
Cl (-2.833, 2.191, 2.686)
H (-1.608, 0.159, 4.547)
H (-2.223, -0.738, 3.126)
H (-1.267, 0.872, 1.644)
H (-0.437, 1.856, 2.930)
Cl (3.345, 3.364, -2.026)
C (2.206, 4.321, -1.023)
C (2.754, 5.728, -0.747)
Cl (4.348, 5.601, 0.032)
H (2.291, 3.747, -0.100)
H (1.224, 4.285, -1.495)
H (2.025, 6.177, -0.073)
H (2.778, 6.312, -1.668)
Cl (-6.265, -2.319, 3.310)
C (-6.651, -1.732, 1.647)
C (-5.647, -0.677, 1.200)
Cl (-4.055, -1.229, 1.366)
H (-7.629, -1.250, 1.663)
H (-6.578, -2.558, 0.940)
H (-5.757, 0.263, 1.741)
H (-5.852, -0.541, 0.138)



Record 8
A molecular structure, C19H26N3NiO4Si2. Source: OMol25; level of theory: ωB97M-V/def2-TZVPD.

Its total charge is -1. The value obtained for the highest occupied orbital energy (spin up / spin down) is -2.91 / -2.87 eV. The expectation value of S² is 2.0059. The total energy comes out at -3292.208808 Eh. The calculation puts the HOMO-LUMO gap (spin up / spin down) at 5.8 / 5.6 eV. The spin multiplicity is 3.

Positions of all 55 atoms, in Å:
Ni (1.058, 0.124, -0.835)
O (-2.482, 0.011, 2.002)
C (-1.261, 0.028, 1.368)
O (-1.249, 0.056, 0.012)
C (-0.029, 0.018, 2.018)
C (0.149, -0.011, 3.429)
C (1.417, -0.021, 3.945)
C (2.519, -0.016, 3.086)
C (2.289, 0.023, 1.718)
N (1.068, 0.047, 1.200)
C (3.432, 0.067, 0.678)
O (4.591, -0.001, 1.073)
O (3.060, 0.188, -0.524)
H (-3.161, -0.033, 1.306)
H (-0.725, -0.022, 4.058)
H (1.570, -0.031, 5.017)
H (3.533, -0.034, 3.450)
C (-0.887, 4.673, -0.747)
Si (0.452, 3.305, -0.918)
C (1.435, 3.348, 0.729)
C (1.667, 3.521, -2.375)
N (-0.359, 1.828, -1.268)
C (-1.498, 1.358, -0.925)
C (-2.819, 1.531, -1.112)
C (-3.872, 0.611, -0.803)
C (-3.815, -0.750, -0.772)
C (-2.673, -1.576, -0.998)
C (-1.391, -1.196, -0.783)
N (-0.205, -1.655, -1.092)
Si (0.302, -3.284, -0.925)
C (2.196, -3.258, -0.807)
C (-0.389, -3.991, 0.724)
C (-0.334, -4.338, -2.401)
H (-0.456, 5.665, -0.663)
H (-1.478, 4.489, 0.146)
H (-1.570, 4.674, -1.590)
H (1.895, 4.314, 0.923)
H (2.227, 2.605, 0.697)
H (0.798, 3.104, 1.577)
H (2.183, 4.476, -2.355)
H (1.171, 3.419, -3.334)
H (2.411, 2.730, -2.306)
H (-3.105, 2.466, -1.572)
H (-4.852, 1.061, -0.698)
H (-4.756, -1.280, -0.668)
H (-2.825, -2.548, -1.442)
H (2.497, -2.791, 0.127)
H (2.626, -2.662, -1.606)
H (2.626, -4.255, -0.844)
H (0.035, -3.433, 1.555)
H (-0.149, -5.041, 0.868)
H (-1.467, -3.881, 0.784)
H (0.034, -3.934, -3.339)
H (-1.418, -4.322, -2.454)
H (-0.017, -5.374, -2.331)



Number 1: strongest force on any atom 7.36 eV/Å. Number 2: strongest force on any atom 2.31 eV/Å. Number 3: strongest force on any atom 3.27 eV/Å. Number 4: strongest force on any atom 0.51 eV/Å. Number 5: strongest force on any atom 3.72 eV/Å. Number 6: strongest force on any atom 0.78 eV/Å. Number 7: strongest force on any atom 2.83 eV/Å. Number 8: strongest force on any atom 2.50 eV/Å.